No. 1
ORCA calculation (ωB97M-V/def2-TZVPD) on a structure of composition C31H33N4PtSSb2 at a distorted geometry.

Last column: Löwdin charge in e.
Element x y z (Å)
Pt  1.2967  0.2044  1.3052  0.633
C  -2.2110  -3.4712  1.4256  -0.317
Sb  -1.0456  -1.6160  1.5304  1.316
C  0.6446  -2.7509  0.7228  -0.331
C  -2.0658  -0.7259  -0.2255  -0.340
C  -3.3046  -0.0653  0.2653  -0.314
C  -4.4003  -0.8593  0.5914  -0.058
C  -5.5410  -0.3259  1.1612  -0.067
C  -5.6047  1.0310  1.4316  -0.071
C  -4.5445  1.8394  1.0708  -0.047
C  -3.4018  1.3196  0.4657  -0.300
C  -2.3535  2.2666  0.0169  -0.275
Sb  -0.5478  2.1977  1.2675  1.353
C  0.2620  4.1427  0.8466  -0.286
C  -1.4692  2.6802  3.1465  -0.270
H  -3.1687  -3.3778  1.9213  -0.007
H  -1.6330  -4.2514  1.9093  0.000
H  -2.3562  -3.7233  0.3767  0.006
H  0.4027  -3.2781  -0.1964  0.008
H  0.9004  -3.4775  1.4881  0.012
H  1.5173  -2.0999  0.5817  -0.036
H  -2.2996  -1.5271  -0.9255  0.064
H  -1.3843  -0.0181  -0.6880  -0.003
H  -4.3554  -1.9154  0.3684  0.104
H  -6.3694  -0.9725  1.4053  0.108
H  -6.4751  1.4557  1.9091  0.108
H  -4.6025  2.9048  1.2440  0.113
H  -2.7027  3.2940  0.1002  0.069
H  -2.0487  2.0808  -1.0128  0.068
H  -0.4518  4.8999  1.1530  0.013
H  0.4734  4.2462  -0.2132  0.002
H  1.1791  4.2545  1.4142  0.008
H  -2.0822  3.5636  2.9831  0.015
H  -0.6985  2.8975  3.8807  0.011
H  -2.0922  1.8609  3.4990  0.013
S  3.2152  0.4613  5.3782  1.062
C  1.5601  0.0838  5.6276  -0.396
C  0.8642  -0.0618  4.4661  -0.235
C  1.6635  0.1052  3.3114  -0.372
C  2.9679  0.4173  3.6547  -0.522
C  4.0338  0.5336  2.7020  -0.297
C  5.3865  0.4911  3.0525  -0.012
C  6.3386  0.4161  2.0574  -0.034
C  5.9302  0.4152  0.7275  -0.045
C  4.5801  0.5204  0.4573  -0.126
N  3.6607  0.5836  1.4084  0.029
H  1.1954  -0.0016  6.6325  0.069
H  -0.1931  -0.2805  4.4490  0.072
H  5.6541  0.4806  4.0976  0.100
H  7.3854  0.3376  2.3019  0.117
H  6.6396  0.3398  -0.0781  0.109
H  4.2200  0.5380  -0.5618  0.097
N  -1.6260  -3.5647  -8.3191  0.186
C  -1.1552  -2.9698  -7.4619  -0.180
C  -0.6019  -2.2550  -6.3710  -0.220
C  -0.9155  -2.6608  -5.0740  0.001
C  -0.4114  -1.9714  -3.9923  0.008
C  0.4264  -0.8714  -4.1842  -0.162
C  0.7516  -0.4777  -5.4815  0.009
C  0.2370  -1.1594  -6.5679  0.003
N  0.9294  -0.1725  -3.0701  0.013
C  1.5843  1.0334  -3.0461  -0.011
C  1.8365  1.3103  -1.7354  -0.132
N  1.3596  0.2964  -0.9557  -0.080
C  0.8297  -0.5707  -1.7822  -0.152
H  -1.5574  -3.5152  -4.9244  0.130
H  -0.6811  -2.2971  -3.0005  0.102
H  1.4142  0.3560  -5.6524  0.110
H  0.4883  -0.8448  -7.5692  0.130
H  1.8049  1.6010  -3.9266  0.123
H  2.3318  2.1610  -1.3149  0.110
H  0.3838  -1.4907  -1.4773  0.091

Computed properties:
- E (eV) = -65793.13788
- HOMO-LUMO gap (alpha / beta) (eV) = 6.5 / 6.5
- M (g mol⁻¹) = 932.3
- charge = +1
- lowest unoccupied orbital energy (alpha / beta) (eV) = -3.7 / -3.7
- ΔE to the lowest compared entry with this formula, charge and spin (kJ/mol) = 178.6



No. 2
ORCA calculation (ωB97M-V/def2-TZVPD) on a cluster of 4 separate species, C20H39Br2ClIN6O7P2S in total at a distorted geometry.

Last column: Löwdin charge in e.
Element x y z (Å)
C  0.7885  -4.8123  -4.6879  -0.247
C  2.1222  -3.8964  -4.4753  -0.297
C  1.9811  -2.3550  -4.8115  -0.560
I  0.6123  -2.3398  -6.5606  1.028
N  1.8369  -1.2775  -3.7480  -0.159
C  2.5715  -1.6352  -2.4661  -0.565
Br  4.2547  -0.8106  -1.7506  0.852
C  2.1582  -2.5910  -1.5006  -0.671
C  2.9857  -2.9434  -0.1664  -0.215
Br  0.5026  -3.5882  -1.5950  0.854
C  2.5335  -0.1125  -4.4908  -0.284
N  4.0191  -0.1355  -4.5957  0.002
C  4.4326  0.1564  -5.7780  -0.617
S  4.9310  1.0587  -7.0761  0.750
C  2.1995  1.3826  -4.0847  -0.339
N  2.9164  1.9430  -2.9165  0.051
O  0.8075  1.7323  -3.9169  -0.163
C  0.0607  0.6054  -4.3958  -0.264
C  0.4716  -0.7013  -3.4782  -0.792
Cl  -1.0482  -1.6933  -3.6681  0.591
P  0.2048  0.1473  -1.7475  0.944
P  -1.9328  -0.0828  -1.1851  0.414
O  -2.2733  -1.4844  -0.6885  -0.404
O  -2.9847  0.5512  -2.3400  -0.223
O  -2.0745  0.9472  0.1764  -0.229
H  0.9531  -5.6914  -3.9641  0.082
H  0.7429  -5.2817  -5.7137  0.059
H  -0.1573  -4.3094  -4.3395  0.003
H  2.6330  -4.1879  -3.5116  0.093
H  2.8055  -4.3937  -5.2615  0.130
H  2.9367  -2.1847  -5.4273  0.091
H  3.0808  -2.0382  0.5239  0.085
H  4.0071  -3.3430  -0.4863  0.079
H  2.5036  -3.7582  0.4444  0.065
H  2.2837  -0.1380  -5.6132  0.113
H  2.5624  2.0259  -4.9699  0.172
H  3.5768  2.6759  -3.1950  0.094
H  2.2420  2.3392  -2.2453  0.080
H  0.0776  0.4202  -5.5051  0.094
H  -1.0332  0.8378  -4.1357  0.117
H  0.8439  -0.4972  -0.6713  -0.046
H  -3.5581  -0.1878  -2.6541  0.087
H  -2.9092  0.7195  0.6521  0.092
C  5.0539  -4.5075  2.5079  -0.307
O  4.6076  -3.7610  1.6509  -0.033
N  4.5525  -4.6487  3.7610  -0.197
C  5.1378  -5.5580  4.7272  -0.052
C  3.3937  -3.8648  4.1456  -0.036
H  5.9309  -5.1456  2.3185  0.138
H  4.3871  -6.2930  5.0266  0.093
H  5.4601  -4.9897  5.6028  0.094
H  5.9973  -6.0780  4.3032  0.087
H  2.5629  -4.0995  3.4759  0.091
H  3.6308  -2.8027  4.0493  0.095
H  3.1086  -4.0847  5.1739  0.091
C  -4.6597  4.6867  1.9627  -0.327
O  -4.1157  4.1426  2.9059  0.005
N  -4.1329  4.8012  0.7143  -0.201
C  -4.8402  5.4636  -0.3632  -0.058
C  -2.8201  4.2409  0.4549  -0.040
H  -5.6577  5.1438  2.0552  0.137
H  -4.9937  4.7538  -1.1799  0.088
H  -4.2411  6.3050  -0.7201  0.091
H  -5.8088  5.8334  -0.0251  0.086
H  -2.8414  3.1692  0.6632  0.062
H  -2.0930  4.7125  1.1204  0.097
H  -2.5306  4.4077  -0.5827  0.089
C  -4.8565  5.0797  7.9720  -0.354
O  -5.5556  5.3119  8.9394  0.009
N  -5.0309  4.0433  7.1080  -0.206
C  -4.1542  3.8290  5.9721  -0.067
C  -6.1294  3.1240  7.3309  -0.049
H  -3.9958  5.7176  7.7140  0.128
H  -4.7424  3.8661  5.0554  0.060
H  -3.6853  2.8454  6.0651  0.089
H  -3.3767  4.5924  5.9281  0.085
H  -7.0711  3.6776  7.3101  0.092
H  -6.0176  2.6625  8.3149  0.092
H  -6.1414  2.3509  6.5625  0.084

Computed properties:
- E (eV) = -234753.57733
- HOMO-LUMO gap (eV) = 6.2
- M (g mol⁻¹) = 891.7
- charge = +1
- lowest unoccupied orbital energy (eV) = -3.6



No. 3
ORCA calculation (ωB97M-V/def2-TZVPD) on a structure of composition C38H29BrCoN5O5S at a distorted geometry.

Last column: Löwdin charge in e.
Element x y z (Å)
Co  -0.9210  0.1658  -0.7104  0.223
C  -1.3635  -3.8203  0.6190  -0.041
C  -1.4988  -2.3336  0.7932  -0.237
N  -1.7858  -1.5789  -0.2418  -0.069
N  -2.5002  -2.0224  -1.2894  -0.091
C  -3.4459  -1.1395  -1.6948  -0.896
N  -4.4228  -1.6519  -2.4501  0.069
S  -3.2169  0.5156  -1.4069  0.650
C  -1.1122  -0.1746  2.0749  -0.164
C  -0.9314  -0.1075  3.5635  -0.157
C  -2.0244  0.8034  4.0280  -0.011
C  -2.5281  1.7946  3.1945  -0.072
C  -2.1993  1.7918  1.8432  -0.125
N  -1.6279  0.7281  1.2477  0.069
H  -1.4951  -4.0213  -0.4580  0.063
H  -2.1509  -4.4250  1.0614  0.059
H  -0.3414  -4.1244  0.8691  0.086
H  -1.5639  -1.9419  -2.7289  0.092
H  -4.3766  -2.6533  -2.6663  0.107
H  -5.2723  -1.1333  -2.6561  0.092
H  0.0660  0.0447  3.8738  0.141
H  -2.4473  0.8040  5.0486  0.100
H  -3.1066  2.6012  3.5944  0.092
H  -2.4682  2.6346  1.2169  0.100
O  0.2522  1.9226  -1.4795  -0.101
C  1.5133  2.1373  -0.7372  -0.241
C  1.7427  0.7919  0.2044  -0.561
O  2.6286  0.8790  1.0491  0.013
O  0.9673  -0.2226  -0.0064  -0.068
C  1.2175  3.3124  0.2041  -0.164
C  -0.0098  3.9329  0.2473  -0.031
C  -0.2052  4.8999  1.2608  -0.088
C  0.8294  5.2958  2.1294  -0.094
C  2.0699  4.6237  2.0386  -0.074
C  2.2465  3.6273  1.0832  -0.035
C  2.7900  2.2749  -1.5994  -0.105
C  3.6849  1.2033  -1.8717  -0.025
C  4.6710  1.3013  -2.8103  -0.109
C  4.9874  2.5178  -3.4161  -0.092
C  4.2090  3.6366  -3.0448  -0.095
C  3.1080  3.5111  -2.2097  -0.025
H  0.4245  1.3727  -2.3142  0.090
H  -0.8069  3.6532  -0.4401  0.113
H  -1.1711  5.3797  1.2748  0.087
H  0.6735  6.1175  2.8176  0.085
H  2.8787  4.9675  2.6740  0.092
H  3.1785  3.0885  1.1165  0.113
H  3.6551  0.3381  -1.1781  0.129
H  5.2626  0.3798  -2.9977  0.112
H  5.8830  2.6556  -4.0132  0.092
H  4.5795  4.6067  -3.3401  0.089
H  2.4219  4.3224  -1.9984  0.116
Br  4.0742  -1.9459  -8.3127  0.705
C  2.8597  -1.6805  -6.8699  -0.673
C  2.5845  -0.3740  -6.3880  -0.102
C  1.6826  -0.2413  -5.3410  -0.004
C  0.8704  -1.3133  -4.9252  -0.122
C  1.0524  -2.5412  -5.5456  -0.018
C  2.0740  -2.7517  -6.4623  -0.132
C  -0.0365  -1.1377  -3.7617  -0.392
O  -1.0515  -1.9728  -3.6281  0.104
O  0.2896  -0.2708  -2.8998  0.017
H  3.0152  0.4608  -6.9528  0.105
H  1.5815  0.7381  -4.8526  0.129
H  0.3265  -3.3456  -5.4181  0.124
H  2.2951  -3.7376  -6.8570  0.098
N  -3.1846  -5.1402  8.8520  0.130
C  -3.1130  -4.5330  7.8769  -0.205
C  -2.9846  -3.6449  6.7498  -0.268
C  -3.2873  -4.0622  5.4413  -0.019
C  -2.5022  -3.5638  4.3909  0.000
C  -1.7608  -2.3882  4.5427  -0.179
C  -1.5704  -1.9195  5.8681  0.001
C  -2.1490  -2.5830  6.9729  -0.037
C  -1.2271  -1.6286  3.4711  -0.044
C  -1.2090  -1.6275  2.0488  0.027
H  -4.1319  -4.7254  5.2023  0.120
H  -2.5024  -4.0346  3.3985  0.109
H  -0.9405  -1.0828  6.0371  0.101
H  -2.0027  -2.2357  7.9940  0.120

Computed properties:
- E (eV) = -176067.14581
- HOMO-LUMO gap (alpha / beta) (eV) = 4.9 / 4.9
- M (g mol⁻¹) = 806.6
- charge = -1
- spin multiplicity = 4
- lowest unoccupied orbital energy (alpha / beta) (eV) = 1.5 / 1.3
- ΔE to the lowest compared entry with this formula, charge and spin (kJ/mol) = 234.2



- Which formula does entry 1 have?
  C31H33N4PtSSb2



- Look up the E of the second one.
  -234753.57733 eV



- Which value of E does entry 2 give?
  -234753.57733 eV



- Which of these has the highest E?
  C31H33N4PtSSb2